Entry from OMol25: C44H38I2N5O7Y as an isolated structure (wB97M-V/def2-TZVPD).

* max |F|: 0.0132 hartree/bohr
* calculated total energy: -85280.8415 eV
* relative energy (zero: lowest compared OMol25 entry of this formula, charge and spin): 74.8 kJ/mol
* molecular weight: 1091.53 g mol⁻¹

ORCA input file:
```
! RIJCOSX wB97M-V def2-TZVPD def2/J DEFGRID3
* xyz 0 1
H 0.07622 -0.21527 -3.25181
H 4.66524 -6.64487 0.99794
C 3.45470 2.05688 0.25168
O 1.13671 -0.22230 -1.15491
C 4.82624 -5.65274 -0.89945
H -2.53200 1.12057 1.93880
C 1.48317 -3.42484 0.27723
O 2.47549 0.96625 -2.49231
I 3.60190 -1.28927 2.47612
C -3.63936 -3.52340 -2.50277
H -1.94984 -3.68883 0.69662
C 1.10033 4.67594 -3.72381
C 1.97443 3.87105 0.76648
C -1.33148 -2.96208 -2.22161
I 2.91046 2.96241 6.69456
H -0.78492 2.65259 2.02091
H -1.44504 2.45503 3.64772
C 2.25468 2.72004 0.03401
O 0.83425 -0.05348 1.67531
C -3.93289 -3.34026 3.39288
C 4.06241 3.66675 1.93373
H -1.00863 -0.37525 3.91155
N 0.61620 -2.71254 0.51081
H 2.63433 5.22646 2.28672
H -1.27679 3.34856 -1.01201
H -4.11421 2.28077 -3.24853
H -0.54164 5.90500 -4.36524
O 0.04952 1.82924 -0.00603
C 2.47411 0.23783 3.35932
C 1.54137 3.71980 -2.82544
C -3.35136 -3.95516 2.29752
H -3.62467 -4.95732 2.00264
H 3.92776 0.63847 4.87509
H 4.75815 4.02570 2.68036
H 2.68311 -5.33771 1.70457
C 0.67487 3.21213 -1.85827
H -4.35384 -3.13305 -3.22671
C 2.19047 1.90390 5.03015
N -1.52226 0.46069 -2.15079
H -2.80560 2.15414 -5.36484
H 0.34368 2.97896 4.97550
C -1.95691 -0.13629 3.41731
H -2.60612 0.31418 4.18272
H 5.27699 1.99366 1.36555
H -4.68752 -3.84908 3.97706
C -2.41591 -3.24804 1.56634
H 3.68466 1.16110 -0.30319
C 1.15959 2.16575 -0.87051
C -2.44717 1.67003 -4.46665
C 3.18845 -3.95607 -1.36097
N -2.02926 -2.00539 1.86552
H -2.07029 5.05084 -2.61931
C -3.17347 1.74857 -3.29202
C 1.65529 0.86279 -1.59685
O -3.05295 0.19100 0.04817
H 5.69524 -6.21911 -1.20440
C 2.96329 0.89853 4.46498
Y -0.65444 -0.62895 0.05879
H -1.95729 -4.85918 -3.01817
H -3.92723 -1.56036 4.59329
C -3.51819 -2.06649 3.73022
H 0.49027 1.44904 0.78595
C 3.13909 -5.17120 0.73843
C 4.29822 -4.68559 -1.74626
C -1.25767 0.96189 -4.46859
C 2.86845 4.33950 1.71366
C -2.54889 -1.43852 2.95770
H 1.78166 5.05673 -4.47293
C -0.89450 1.94223 2.84552
C -0.83716 0.36371 -3.29323
C 1.23512 0.55085 2.75520
N -2.04232 -2.25412 -1.27977
C -0.20226 5.15393 -3.66429
N -1.65803 0.79164 2.33468
C -0.61748 3.71146 -1.78885
H 4.75382 -4.49798 -2.70729
H 2.55099 3.35133 -2.87792
H -4.46327 1.29631 -0.98757
C 0.46377 1.55146 3.38818
C 2.61554 -4.20482 -0.11788
C -2.66969 1.13742 -2.15498
C -1.05789 4.67417 -2.68699
H -4.10271 -4.38443 -2.02005
C -3.38019 1.25081 -0.82875
C -3.36037 -2.46892 -1.44424
H 2.75639 -3.19661 -1.99831
C 4.35422 2.53090 1.19614
C 4.24815 -5.89533 0.34039
H -2.15362 -3.50493 -4.11949
H -0.65503 0.87268 -5.35922
H -3.07172 2.18555 -0.34525
H 1.04197 4.39686 0.59833
C -2.25947 -3.81430 -3.08006
O -4.25390 -1.86911 -0.83184
O -0.12685 -2.88387 -2.35257
C 0.94918 2.21076 4.51055
H -3.59587 -0.61774 -0.21003
*
```

Entry from OMol25: a 2-piece molecular cluster, C44H38N3 overall at a distorted geometry (wB97M-V/def2-TZVPD).

* max |F|: 0.0246 hartree/bohr
* calculated total energy: -50707.2253 eV
* relative energy (zero: lowest compared OMol25 entry of this formula, charge and spin): 112.9 kJ/mol
* molecular weight: 608.81 g mol⁻¹

ORCA input file:
```
! RIJCOSX wB97M-V def2-TZVPD def2/J DEFGRID3
* xyz 1 1
C -1.24448 2.90946 -1.98601
N 1.53311 -3.61517 3.90959
C 6.88076 0.98802 -5.14150
C -2.55787 2.48546 -1.72177
H 7.34517 0.60330 -6.05295
C 2.21906 -0.94776 1.42704
H -0.88423 -4.71818 3.56036
H -4.75867 3.95894 -0.15655
H 3.40765 -2.28010 2.65433
C 3.45499 0.95703 -3.43089
H -3.95585 2.34628 -4.87043
C 7.64110 1.73421 -4.22646
H -1.94902 0.13824 0.60808
C 1.34504 -3.26746 5.28515
H 2.94150 -7.76480 2.57861
H -1.06531 -2.48324 7.54569
C 1.06866 -2.47942 7.94913
C 2.32785 -5.80799 3.23105
C -4.53704 4.77052 -0.85626
C -3.94329 6.78730 -2.70454
H 0.59239 -8.57867 2.25777
C 0.80675 0.49540 0.02516
C -6.57601 0.76978 -2.46561
C 0.07200 -3.04961 5.80929
C -6.58147 0.40940 -3.81763
C 1.24633 -4.95811 3.50381
C 0.90908 -0.53871 1.00774
C 2.48375 -3.09812 6.08493
C -2.76090 1.45741 -0.80192
C 2.41394 -1.94811 2.35861
H 3.04621 1.84768 -2.92016
C 4.92054 1.21977 -3.72133
C -4.70920 1.89344 -4.22046
H 3.33503 -5.41141 3.37864
H -5.32112 6.33513 0.39180
H 4.92234 0.15714 -5.59752
H 5.19387 2.34760 -1.90695
C -4.70380 2.24466 -2.86316
H 8.69679 1.93796 -4.42251
H -3.77244 1.12964 -0.58290
H -7.27680 0.32293 -1.75965
H -3.70501 7.56684 -3.42964
C 0.78040 -7.56270 2.60984
C 7.03368 2.21920 -3.05801
C -5.65605 1.71551 -1.99345
H 0.95476 -2.16936 8.98941
H 2.94752 0.79926 -4.39225
H -1.20279 -0.96483 1.43171
H 3.87387 -0.38220 -1.88251
H 2.25879 -0.42635 -2.38878
H -4.78079 8.15171 -1.24499
C -3.64473 5.45517 -3.00785
C -0.17445 -1.20107 1.65866
H -0.79462 -3.19449 5.15892
H 1.76257 0.90554 -0.31254
H 3.23533 -2.57772 8.03339
C -3.94298 4.44866 -2.08142
C 1.31634 -2.58649 2.95504
C -4.84518 6.10204 -0.56136
H -5.63723 2.01571 -0.94165
C -5.65261 0.98141 -4.69709
C 2.34488 -2.70501 7.41672
H -7.30926 -0.31735 -4.18338
C 5.67823 1.96587 -2.81148
C -0.06492 -2.65230 7.14602
H -3.18003 5.16548 -3.95343
H 3.45835 -3.28312 5.62733
N 3.21900 -0.22247 -2.63825
H -5.65399 0.71877 -5.75538
H -1.32419 -7.04731 2.75374
H 0.84430 2.57912 -1.63521
N -3.64271 3.08732 -2.38917
C 2.09467 -7.10972 2.78601
H 7.61235 2.80050 -2.33669
C -0.06326 -5.40381 3.33610
C -0.17267 2.26062 -1.40182
H -0.81420 -2.68823 3.08190
C -1.69708 0.86199 -0.15174
H 3.08026 -0.44523 0.98634
C -0.29542 -6.71035 2.88489
C 0.03043 -2.19296 2.60475
H -1.11118 3.72868 -2.69148
C -0.34587 1.16351 -0.48681
C -4.54514 7.11283 -1.48303
C 5.52424 0.73748 -4.89095
*
```

Entry from OMol25: C44H39AsINOPS5Ta as an isolated structure at a distorted geometry (wB97M-V/def2-TZVPD).

* max |F|: 0.0213 hartree/bohr
* calculated total energy: -183744.9289 eV
* relative energy (zero: lowest compared OMol25 entry of this formula, charge and spin): 52.5 kJ/mol
* molecular weight: 1171.89 g mol⁻¹

ORCA input file:
```
! RIJCOSX wB97M-V def2-TZVPD def2/J DEFGRID3
* xyz 2 1
H 0.59033 6.84566 3.19059
H 3.15246 -2.01071 -5.25153
H -0.01700 -7.65670 -2.07731
C 2.08276 -4.13333 2.97789
H -0.21603 3.95451 -3.03526
H 3.86362 -4.80363 3.97130
H 1.64620 -2.76505 -3.47823
S 2.03028 1.28385 -0.61016
H 4.44789 -3.01459 0.13924
C -2.81597 -3.78474 -2.05813
C -2.64085 1.55755 5.17066
I -1.27147 -1.33331 -2.08531
C -2.63729 -0.50308 3.92262
H -3.47793 -0.28551 5.87825
S -1.62159 -0.78038 1.41062
C -3.99987 4.83212 -0.67623
C -1.97004 0.14774 2.89301
C 2.24922 3.98972 3.92295
H 4.17084 -0.88516 -0.55372
H 5.20269 -0.74371 -4.69380
H -3.40627 2.74806 -4.38099
H 0.49075 -3.36683 1.77871
H 1.03178 2.90454 -2.34175
H -2.36821 5.92673 -1.54462
P 1.58112 -2.36726 -0.61994
H -2.29851 -7.11424 -2.23517
H -0.63384 4.59869 -0.41310
H -2.89318 -1.55067 3.83514
H -4.76051 5.43143 -1.16007
C -0.93289 2.07610 -2.34465
C 1.85499 -4.93383 -1.37775
C -1.64008 1.49646 2.98917
H 2.51665 6.03463 4.51277
O -0.72387 1.28242 -1.36215
H -1.69843 2.98777 -4.73501
H -5.41235 3.59401 0.36038
C 4.80930 -0.75248 -2.58331
Ta 0.14043 0.02771 0.11211
C 1.55402 -6.26834 -1.68596
C -1.97441 2.20102 4.13572
C 1.56374 -3.51358 1.85601
H -2.54450 4.09997 -3.62963
C -3.12185 -5.15471 -2.15859
C 3.45492 -4.32491 3.09134
C 2.80224 -1.89004 -1.87967
As -0.69489 2.27411 1.50149
H -4.08309 2.32804 -2.08054
H -3.05639 1.18177 -1.21707
H -3.69171 2.26528 1.50948
C -1.52650 -3.37860 -1.84067
H -4.14409 -5.46848 -2.31534
C -2.10458 -6.05724 -2.10371
C -3.39280 3.04847 0.82220
C -2.04670 3.33824 0.62322
C 2.52326 -2.18723 -3.21362
H -3.60934 -3.05956 -2.18361
C 4.52645 -1.05503 -3.90873
S 1.31305 -0.32166 2.12771
H 5.36426 -4.07592 2.14887
C 0.43643 3.55624 2.39996
C 2.40775 -3.08785 0.82891
H 5.70305 -0.19692 -2.33048
H -3.70297 0.76720 -2.83167
C 3.37848 -1.76585 -4.22208
H -0.75019 5.28745 1.87747
C 4.29753 -3.91198 2.07180
C -0.44296 -4.27791 -1.66900
C -2.45580 3.06412 -3.96094
C -1.67968 4.36039 -0.25179
H 1.74065 2.04408 3.21281
H -1.71331 3.24761 4.23333
H 2.34637 -7.00334 -1.71401
S 3.46610 1.63754 0.80916
H 2.88246 -4.69785 -1.13341
H 3.07357 3.62305 4.52029
C -2.65555 5.10806 -0.89615
C -2.96717 0.21275 5.06531
S 3.37880 -0.05332 1.90299
H 1.42001 -4.46816 3.76485
C 0.10185 4.90827 2.42330
H 0.38699 2.57340 -3.94986
C 3.77703 -3.29826 0.93892
C 0.85585 5.79696 3.17876
C 3.94756 -1.15532 -1.57646
C 0.90069 -3.94055 -1.32779
C 1.93285 5.34133 3.92206
C -4.36573 3.80277 0.17869
C 0.13725 2.92746 -2.94753
C 1.50441 3.09786 3.16882
H -2.90030 2.10732 6.06523
C 0.25570 -6.62572 -1.89078
N -2.15188 2.18647 -2.82695
C -0.76544 -5.64911 -1.88200
C -3.31661 1.56570 -2.19790
*
```

Entry from OMol25: C44H39Br3CsIN4O2S2Sb as an isolated structure at a distorted geometry (wB97M-V/def2-TZVPD).

* max |F|: 0.0462 hartree/bohr
* calculated total energy: -303305.5814 eV
* relative energy (zero: lowest compared OMol25 entry of this formula, charge and spin): 81.8 kJ/mol
* molecular weight: 1341.24 g mol⁻¹

ORCA input file:
```
! RIJCOSX wB97M-V def2-TZVPD def2/J DEFGRID3
* xyz -1 1
H -5.61157 3.83361 1.68880
C 4.59585 -3.48071 1.99285
C 1.33059 2.85545 1.27692
H 4.54679 0.71006 0.96032
H 2.99598 0.34039 0.21444
C 0.36323 0.85076 4.36943
H 1.77552 -5.04414 -3.50615
C 1.01039 1.83044 3.42963
H 2.72717 4.47319 1.15230
H 4.25116 -6.30483 1.25822
H 0.62501 6.73838 -3.08341
C -3.72334 -0.15525 0.24744
C 3.47541 2.89136 -2.24583
C -1.68017 -1.43351 3.17778
C 3.61082 0.16641 1.09552
C -2.82058 -0.55178 3.60575
C 1.95074 2.72165 3.94182
N -0.78717 -3.07383 -3.41884
C -2.33437 3.01437 1.81572
O -4.23589 -4.15756 -5.40914
Br 0.76825 -2.83452 -5.66414
C -0.48433 -3.51982 3.54082
C 2.84733 5.13562 -2.80006
H -3.42566 4.76763 2.39467
H -3.99018 -3.82805 -2.74771
H -5.72098 1.57028 0.72133
H -3.44507 -0.12688 -0.80954
H 3.10864 0.57628 1.97258
C -1.95911 -3.59415 -5.44687
C -1.91427 -3.30367 -2.74571
C 0.41456 -3.18994 2.54136
C -3.11886 -3.82227 -4.72274
N -0.14179 3.11678 -1.98960
C 0.41323 5.72095 -2.78180
C -0.76901 -1.09023 2.17130
I -2.97574 0.01265 -3.89740
C -3.62066 1.20744 0.86866
H 0.68028 -0.17327 4.16879
C -1.11784 3.96856 -2.18636
H 3.30636 4.34046 3.57538
H -1.69821 5.98019 -2.72939
C 2.57716 3.66714 3.14329
C 3.86962 -1.28719 1.25677
C -4.76704 1.97686 1.03354
H 1.09806 2.90129 0.22243
H -3.09867 -0.77044 4.63727
H 0.61939 1.09177 5.40053
H -2.55196 2.67401 -1.28373
C -1.51814 -2.64838 3.84130
C -2.38783 1.73753 1.27028
H -2.57859 0.50636 3.52874
H -0.72347 0.87439 4.27441
C 0.25417 -1.99051 1.86336
C -0.84711 -3.21475 -4.72293
C 2.29811 -5.61113 -1.53226
H 2.19273 2.67124 4.99747
H 4.85540 4.43337 -2.81122
O 1.84046 1.32110 -1.56436
C 2.25746 3.74453 1.79898
H 1.22840 -3.85429 2.27996
C -3.48605 3.77400 1.97003
C 3.81625 4.18707 -2.63913
H 5.02926 -4.33046 2.48765
C 3.36055 -4.63892 0.13245
H -1.86319 -3.15863 -1.67324
H -1.95278 -3.66443 -6.52193
N 2.58409 -4.47697 -0.98658
C 0.70533 1.89218 2.06458
C -0.86636 5.30339 -2.58556
Br 3.36319 6.89632 -3.31746
H 0.41906 -5.57200 -2.52670
H -1.38106 3.43061 2.12066
H -2.91872 3.10199 -2.93837
H -4.74523 -0.53160 0.29909
S 2.95774 -6.98321 -0.70694
H 0.95287 -1.76255 1.06487
H -3.16899 4.29795 -1.64991
C -3.09523 -3.69432 -3.33935
C 3.80327 -3.45965 0.88614
H -4.99668 -4.09599 -4.81984
H -0.38535 -4.45003 4.08571
H -2.21835 -2.90590 4.62805
C -4.70621 3.25158 1.57618
Sb -0.57989 0.63990 0.86980
H 1.55250 -6.77421 -3.16688
N 3.40080 -2.21084 0.48439
C 1.48402 4.81627 -2.59714
Br 4.86962 1.61296 -2.07623
C -2.52315 3.49221 -1.99878
C 1.14505 3.50438 -2.19567
C 1.46536 -5.76948 -2.75734
H -3.07580 -0.87867 0.74897
Cs 0.23067 -0.14285 -2.56275
H -3.70056 -0.71999 2.98295
C 3.66231 -5.93222 0.44041
S 4.85517 -1.88759 2.55452
C 2.16585 2.47829 -1.96764
*
```

Entry from OMol25: C44H39N3O3S3Si2Sn as an isolated structure (wB97M-V/def2-TZVPD).

* max |F|: 0.0029 hartree/bohr
* calculated total energy: -110973.3880 eV
* relative energy (zero: lowest compared OMol25 entry of this formula, charge and spin): 0.0 kJ/mol
* molecular weight: 928.90 g mol⁻¹

ORCA input file:
```
! RIJCOSX wB97M-V def2-TZVPD def2/J DEFGRID3
* xyz -2 1
C 1.61659 1.87660 2.14118
C -1.29507 -5.19497 -2.53474
H 2.00207 0.39659 -4.93003
S -2.82280 2.72540 1.01751
C 2.05589 -3.10555 2.62740
H 1.96486 1.31517 1.28350
C -0.20548 5.10754 -3.01257
C 0.46472 -3.18900 4.42077
H 1.14520 4.67236 -4.60975
H 1.76421 4.98108 -0.90300
N -1.65472 5.70676 -1.17386
H -2.88201 -5.25303 1.03837
C 4.66780 2.45075 -0.88433
H 5.95503 4.14216 -0.57681
H 6.98178 -2.52716 1.95919
H 1.30305 2.60862 -1.20090
C 1.39647 -2.00080 2.09987
C 6.25621 -2.03127 1.32448
H 5.30404 -0.23756 -3.32408
C 5.37544 -1.10100 1.86077
C -1.33144 -4.07355 -1.73330
H 4.09276 5.77977 -0.60172
S -3.68129 5.50022 0.22825
H -0.84953 -5.15666 -3.52082
C 2.90712 -1.70236 -3.47420
H 3.76617 0.24171 1.49230
C -0.05196 7.32207 -2.07041
C 4.44502 -0.47501 1.04423
C -1.89213 -4.10095 -0.47491
C 1.38738 6.68189 -3.89412
H -1.06869 -1.69515 4.38764
Si -0.59181 0.07689 2.00136
H 3.70352 -2.32843 -3.06383
C -2.44783 -5.24977 0.04663
H 0.99594 0.22925 -3.48362
H 2.93365 -3.49596 2.12376
Si 2.98231 0.13834 -1.30388
C 0.80367 5.42299 -3.90896
H 5.22159 -1.95561 -1.88695
H -1.83838 -7.27183 -2.61660
C 4.35423 -0.75475 -0.32558
H -0.65031 4.12262 -2.98755
N -1.07733 -1.93625 -0.82128
C 5.25118 -1.69626 -0.83627
H 1.75221 -1.56020 1.17265
H 3.31971 3.18109 2.12338
C 2.38239 2.93498 2.61197
H 1.41716 8.60625 -2.94357
O -2.19235 -2.36140 1.17093
C -1.75249 -2.71250 0.09788
C 4.93480 3.80543 -0.72527
C 0.95850 7.62522 -2.97090
H 4.45801 0.08618 -4.84167
O 1.55372 -0.25786 -0.70004
C 0.26949 -1.45793 2.72651
C -2.54218 4.14191 0.13894
C 3.11171 -0.21375 -3.17118
H 6.87109 -3.05462 -0.45923
C -2.41697 -6.39302 -0.74916
C 2.58867 4.28133 -0.91451
C -0.63707 6.06403 -2.10248
H -2.83759 -7.31936 -0.37603
C 3.36502 1.98116 -1.07311
C -0.05904 2.31716 3.77967
H 2.89156 -1.85884 -4.56152
C -0.83496 -2.66628 -1.96071
C 1.97106 0.56317 -3.84506
O -0.31361 -2.27550 -2.98629
H 1.95479 -2.05640 -3.07842
S -3.14642 7.98911 -1.38120
H 2.18195 6.92141 -4.58992
C 0.39067 1.53728 2.71156
C -2.71999 6.45462 -0.84045
H 5.49120 1.74352 -0.84903
C 3.89297 4.72344 -0.74006
H -1.02683 2.10601 4.22084
C 4.44127 0.27128 -3.75920
H 0.08911 -3.65545 5.32549
N -1.54338 4.41947 -0.65607
C 2.33505 2.92812 -1.08380
H 5.40200 -0.86923 2.91885
C 0.69613 3.37797 4.26234
H 0.32000 3.97788 5.08392
Sn -0.51286 0.26895 -0.64569
C -1.84904 -6.36620 -2.02155
H 2.10129 -4.56726 4.20397
H 2.50350 4.52533 4.05226
H 4.57840 1.34444 -3.60364
C 1.59212 -3.70299 3.79156
H -0.39338 8.04995 -1.35010
C -0.18373 -2.08061 3.89167
C 6.19237 -2.32651 -0.02903
H 2.05184 1.63939 -3.66949
H -1.90792 0.14893 2.69005
C 1.92183 3.68803 3.68288
*
```